(1)
The following is a quantum chemistry calculation of a 2-piece molecular cluster, C2H8N2O2 overall in a non-equilibrium geometry, from the Open Molecules 2025 dataset.

ORCA input file:
```
! RIJCOSX wB97M-V def2-TZVPD def2/J DEFGRID3
* xyz 0 1
N -1.239 -1.605 -1.482
C -2.229 -0.663 -1.054
O -1.895 0.491 -0.797
H -0.280 -1.342 -1.435
H -1.505 -2.511 -1.839
H -3.310 -0.988 -1.088
N 1.681 1.476 0.250
C 1.607 0.616 1.418
O 0.605 -0.401 1.407
H 1.560 1.074 -0.630
H 1.282 2.362 0.205
H 2.637 0.246 1.585
H 1.379 1.195 2.363
H -0.293 0.050 1.097
*
```



(2)
The following is a quantum chemistry calculation of a 2-piece molecular cluster, C2H8N2O2 overall in a non-equilibrium geometry, from the Open Molecules 2025 dataset.

ORCA input file:
```
! RIJCOSX wB97M-V def2-TZVPD def2/J DEFGRID3
* xyz 0 1
C -1.356 -0.803 -0.437
C 0.254 1.244 0.472
N 1.347 -0.783 0.167
N 0.420 0.095 -0.395
O -1.485 -1.327 0.769
O 0.079 2.327 -0.513
H -1.731 0.190 -0.711
H -1.244 -1.449 -1.207
H -0.567 1.332 1.094
H 1.186 1.341 1.034
H 1.867 -1.388 -0.423
H 0.846 -1.391 0.873
H -1.977 -0.670 1.354
H 0.672 2.162 -1.249
*
```



(3)
The following is a quantum chemistry calculation of C2H8N2O2S2 as an isolated structure in a non-equilibrium geometry, from the Open Molecules 2025 dataset.

ORCA input file:
```
! RIJCOSX wB97M-V def2-TZVPD def2/J DEFGRID3
* xyz 0 1
C 1.333 1.251 0.519
C 1.825 -0.872 -0.690
N -3.090 0.713 1.026
N 1.095 -0.186 0.325
O -1.079 0.277 -0.724
O -0.513 -1.977 0.301
S -2.750 0.636 -0.484
S -0.466 -0.545 0.595
H 2.332 1.451 0.848
H 1.402 1.664 -0.461
H 0.509 1.574 1.133
H 2.827 -0.679 -0.606
H 1.641 -1.894 -0.542
H 1.357 -0.593 -1.669
H -3.083 -0.183 1.441
H -3.339 -0.637 -1.013
*
```



(4)
The following is a quantum chemistry calculation of an isolated ion of composition C2H8N2PS and charge +1 in a non-equilibrium geometry, from the Open Molecules 2025 dataset.

ORCA input file:
```
! RIJCOSX wB97M-V def2-TZVPD def2/J DEFGRID3
* xyz 1 1
C -0.060 0.338 0.099
C 2.055 -1.295 -0.038
N 0.876 1.320 0.110
N -1.518 0.649 0.046
P -2.735 -0.603 0.281
S 0.235 -1.316 -0.052
H 2.480 -0.468 0.595
H 2.325 -1.322 -1.002
H 2.297 -2.195 0.345
H 0.783 2.268 0.392
H 1.709 1.404 -0.415
H -1.556 1.573 -0.299
H -3.598 0.199 0.888
H -3.294 -0.552 -0.949
*
```



(5)
The following is a quantum chemistry calculation of C2H8N2S as an isolated structure in a non-equilibrium geometry, from the Open Molecules 2025 dataset.

ORCA input file:
```
! RIJCOSX wB97M-V def2-TZVPD def2/J DEFGRID3
* xyz 0 1
C 2.407 -0.194 -0.945
S 1.231 -1.420 -0.301
H 2.848 -0.495 -1.893
H 3.190 -0.081 -0.204
H 1.927 0.780 -0.979
N -1.538 -0.895 0.173
C -1.865 0.152 0.831
N -1.388 1.353 0.468
H -0.347 -0.932 -0.143
H -1.923 -1.771 0.487
H -2.529 0.091 1.679
H -1.218 2.041 1.172
H -0.794 1.369 -0.345
*
```



(6)
The following is a quantum chemistry calculation of C2H8N2S as an isolated structure in a non-equilibrium geometry, from the Open Molecules 2025 dataset.

ORCA input file:
```
! RIJCOSX wB97M-V def2-TZVPD def2/J DEFGRID3
* xyz 0 1
N 0.266 0.432 -1.553
C -0.026 -0.777 -1.940
N -0.813 -1.618 -1.246
H -0.028 0.578 -0.362
H 0.872 1.043 -2.122
H 0.252 -1.124 -2.945
H -0.853 -2.569 -1.549
H -0.946 -1.429 -0.275
C 1.251 0.706 1.895
S -0.482 0.628 1.305
H 1.985 1.321 1.275
H 1.208 1.169 2.911
H 1.691 -0.305 2.041
*
```



(7)
The following is a quantum chemistry calculation of a 2-piece molecular cluster, C2H8N2S2 overall in a non-equilibrium geometry, from the Open Molecules 2025 dataset.

ORCA input file:
```
! RIJCOSX wB97M-V def2-TZVPD def2/J DEFGRID3
* xyz 0 1
H 2.105 1.368 -0.708
N 1.273 0.863 -1.007
C 1.425 -0.137 -1.766
N 0.361 -0.719 -2.594
H 2.455 -0.349 -2.178
H -0.587 -0.374 -2.310
H 0.734 -1.212 -3.376
C -0.290 0.168 1.977
S -1.370 -1.098 1.159
S -3.124 -0.614 2.136
H 0.204 0.516 1.052
H 0.310 -0.300 2.852
H -0.816 1.198 2.313
H -2.679 0.689 2.448
*
```



(8)
The following is a quantum chemistry calculation of a 2-piece molecular cluster, C2H8N3 overall in a non-equilibrium geometry, from the Open Molecules 2025 dataset.

ORCA input file:
```
! RIJCOSX wB97M-V def2-TZVPD def2/J DEFGRID3
* xyz 1 1
C 1.257 -0.418 0.220
C -2.513 -0.300 0.060
N 2.422 -0.526 -0.196
N 0.809 0.800 0.536
N -1.683 0.599 -0.146
H 0.679 -1.300 0.421
H -3.368 -0.353 -0.526
H -2.381 -1.061 0.838
H 2.795 -1.500 -0.407
H 2.959 0.273 -0.376
H -0.268 0.948 0.442
H 1.262 1.600 0.029
H -1.970 1.239 -0.894
*
```



Values of energy, in order: -340.96951 -340.85571 -1137.23793 -929.75766 -588.65016 -588.66123 -986.81632 -244.99874, all in hartree.
Values of energy above the lowest of the compared OMol25 structures with the same formula, charge and spin, in order: 159.9 458.7 224.6 133.6 78.0 49.0 174.1 180.8, all in kJ/mol.
Values of Kohn-Sham gap, in order: 10.026 8.665 9.849 9.805 7.579 7.631 8.700 11.363, all in eV.